{"formula": "C17H14N4O4S", "method": "wB97M-V/def2-TZVPD", "elements": ["O", "N", "O", "C", "C", "C", "C", "C", "C", "H", "H", "H", "C", "N", "N", "C", "N", "C", "C", "C", "C", "C", "C", "C", "H", "O", "C", "O", "H", "H", "H", "H", "H", "H", "S", "C", "H", "H", "H", "H"], "xyz": [[-7.8992, 1.1501, -0.7351], [-6.7117, 1.3567, -0.6129], [-6.1959, 2.4540, -0.6299], [-5.8478, 0.2138, -0.4328], [-4.4820, 0.4206, -0.3042], [-3.6356, -0.6703, -0.1302], [-4.1940, -1.9540, -0.1016], [-5.5565, -2.1444, -0.2330], [-6.4009, -1.0596, -0.3952], [-7.4687, -1.1775, -0.4944], [-5.9657, -3.1422, -0.2048], [-3.5306, -2.7941, 0.0261], [-2.1896, -0.5086, 0.0037], [-1.4652, -1.5428, -0.2190], [-0.1362, -1.5100, -0.0972], [0.6341, -0.7185, 0.7194], [1.8475, -1.0119, 0.8607], [2.7290, -0.2743, 1.7155], [3.9464, 0.1521, 0.9340], [4.2897, 1.4895, 0.8344], [5.4056, 1.9103, 0.1124], [6.1497, 0.9388, -0.5085], [5.8026, -0.4110, -0.4202], [4.7100, -0.8294, 0.2946], [4.4382, -1.8688, 0.3581], [6.7067, -1.1587, -1.1290], [7.6352, -0.2400, -1.6627], [7.2793, 1.0690, -1.2739], [7.6341, -0.3111, -2.7625], [8.6443, -0.4746, -1.2866], [5.6737, 2.9508, 0.0407], [3.6830, 2.2315, 1.3311], [3.0339, -0.9474, 2.5253], [2.2306, 0.5982, 2.1626], [-0.2409, 0.5994, 1.5734], [-1.5985, 0.8195, 0.3659], [-2.3078, 1.4816, 0.8561], [-1.1773, 1.3129, -0.5142], [0.3184, -2.3655, -0.3947], [-4.1105, 1.4320, -0.3635]], "forces_ev_per_a": [[-0.3, 0.0, 0.0], [-0.3, 0.4, -0.1], [0.1, 0.3, 0.0], [0.6, -1.1, 0.1], [0.0, 0.0, 0.0], [-0.7, -0.2, -0.1], [0.0, 0.1, 0.0], [0.1, 0.1, 0.0], [-0.1, 0.4, -0.1], [0.0, 0.0, 0.0], [0.0, -0.1, 0.0], [0.0, -0.1, 0.0], [0.8, 0.0, 0.1], [-0.9, 0.1, -0.1], [0.3, -0.3, -0.6], [0.0, 0.8, 0.6], [-0.2, -0.5, -0.3], [0.0, 0.2, 0.2], [-0.1, 0.3, 0.1], [-0.1, -0.2, 0.1], [0.4, -0.1, -0.3], [-0.3, -0.4, 0.1], [0.0, 0.5, 0.1], [0.3, 0.0, -0.2], [0.0, -0.2, 0.0], [-0.4, -0.1, 0.3], [1.0, -0.3, -0.7], [-0.3, 0.3, 0.2], [-0.1, 0.0, 0.3], [-0.3, 0.1, 0.0], [0.0, 0.1, 0.0], [-0.1, 0.1, 0.1], [0.0, 0.1, 0.0], [0.2, 0.0, 0.0], [0.0, -0.3, -0.2], [0.6, -0.2, 0.1], [0.0, 0.0, -0.1], [-0.2, 0.0, 0.0], [-0.1, 0.2, 0.1], [0.0, 0.0, 0.0]], "smiles": "O=[N+]([O-])c1cccc(C2=NN/C(=N/Cc3ccc4c(c3)OCO4)SC2)c1", "largest_force_ev_per_a": 1.26, "multiplicity": 1, "lumo_energy_ev": -0.7, "gap_ev": 7.43, "e_tot_ev": -42837.6259, "total_charge": 0}